[1]
Computed, not measured: a molecular structure, C4H20Ag2B2F12N2O14S4 in a non-equilibrium geometry, with ωB97M-V/def2-TZVPD.

Each line ends with the Löwdin spin population.
Atoms and positions in Å:
Ag1 18.286 17.995 4.689  0.58
Ag2 19.118 14.378 1.346  0.42
C1 21.795 15.944 6.633  0.01
F1 21.495 15.005 5.678  0.00
F2 22.441 15.423 7.705  0.01
F3 22.502 16.935 5.992  0.01
S1 20.104 16.820 7.244  0.01
O1 19.044 15.776 7.033  -0.01
O2 20.405 17.045 8.658  -0.01
N1 19.824 18.275 6.191  0.52
S2 20.654 19.319 7.119  -0.04
O3 19.777 19.738 8.234  0.24
O4 22.007 18.835 7.437  0.16
C2 21.004 20.882 5.949  -0.01
F4 22.026 21.562 6.426  0.00
F5 21.379 20.377 4.749  0.00
F6 19.896 21.573 5.821  0.00
C3 16.567 21.678 3.049  0.00
F7 16.549 22.372 4.162  0.00
F8 15.924 22.302 2.089  0.00
F9 17.783 21.534 2.636  0.00
S3 15.866 19.934 3.336  0.01
O5 14.438 20.045 3.285  0.01
O6 16.472 19.138 2.277  0.00
N2 16.620 19.394 4.841  0.18
S4 15.471 19.796 5.883  0.00
O7 14.905 21.137 5.790  0.07
O8 14.568 18.699 6.118  0.02
C4 16.469 19.948 7.507  0.00
F10 17.440 20.899 7.391  0.00
F11 15.563 20.352 8.454  0.00
F12 16.954 18.752 7.848  0.00
B1 17.621 15.448 -0.119  0.23
H1 17.072 15.979 -0.882  0.12
H2 17.352 15.802 0.864  0.01
H3 17.489 14.382 -0.222  0.01
H4 18.641 15.761 -0.278  0.12
B2 18.844 16.120 3.191  0.06
H5 18.233 15.251 3.001  0.01
H6 18.237 16.981 2.959  0.00
H7 19.091 16.216 4.237  0.03
H8 19.662 16.142 2.488  0.01
O9 16.593 16.689 5.635  0.10
H9 16.014 16.209 5.043  0.00
H10 16.652 16.136 6.414  0.00
O10 21.538 15.028 1.406  0.01
H11 21.999 14.419 1.984  0.00
H12 22.134 15.772 1.319  0.00
O11 19.978 13.180 3.046  0.02
H13 20.072 13.483 3.949  0.00
H14 20.193 12.248 3.082  0.00
O12 15.711 16.642 3.076  0.00
H15 16.001 15.789 2.753  0.00
H16 16.148 17.275 2.506  0.00
O13 17.301 12.940 2.020  0.01
H17 17.521 12.012 2.096  0.00
H18 16.625 13.082 2.682  0.00
O14 19.468 19.280 3.291  0.04
H19 19.394 19.265 2.337  0.00
H20 20.152 19.925 3.469  0.00

Cartesian forces (eV/Å) of the 6 atoms listed first:
Ag -2.70 -0.87 -0.51
Ag -0.27 0.86 -0.74
C 0.45 0.93 -1.44
F 0.45 1.12 1.94
F -1.42 1.09 -2.43
F -0.45 -2.19 1.06

Results
Multiplicity: 4
Net charge: +1
HOMO-LUMO gap (spin up / spin down) (eV): 9.07 / 4.26


[2]
Computed, not measured: a molecular structure, C4H20BClCuN8O4 in a non-equilibrium geometry, with ωB97M-V/def2-TZVPD.

Each line ends with the Löwdin spin population.
Atoms and positions in Å:
Cu1 -0.782 1.791 -4.589  -0.11
B1 -2.752 -1.271 -5.869  0.46
H1 -2.909 -2.322 -5.686  0.16
H2 -2.523 -0.887 -4.887  0.12
H3 -1.930 -1.022 -6.522  0.09
H4 -3.659 -0.918 -6.337  0.12
Cl1 -1.028 1.763 -0.632  0.16
C1 6.220 3.149 -1.006  0.00
O1 5.840 3.959 -1.799  0.00
N1 7.472 2.906 -0.689  0.00
N2 5.461 2.376 -0.262  0.00
H5 7.735 2.402 0.146  0.00
H6 8.227 3.425 -1.113  0.00
H7 5.892 1.721 0.374  0.00
H8 4.504 2.592 -0.502  0.00
C2 -6.475 -3.162 -0.513  0.00
O2 -5.849 -3.479 -1.492  0.00
N3 -7.629 -3.781 -0.349  0.00
N4 -6.238 -2.158 0.361  0.00
H9 -8.265 -3.442 0.358  0.00
H10 -7.985 -4.478 -0.987  0.00
H11 -6.943 -1.871 1.024  0.00
H12 -5.376 -1.647 0.231  0.00
C3 1.852 3.711 4.244  0.00
O3 2.422 3.958 5.257  0.00
N5 1.674 4.586 3.272  0.00
N6 1.199 2.580 3.986  0.00
H13 1.236 4.165 2.465  0.00
H14 2.069 5.516 3.262  0.00
H15 0.594 2.518 3.180  0.00
H16 1.138 2.000 4.810  0.00
C4 1.131 -3.325 1.597  0.00
O4 1.840 -4.007 2.374  0.00
N7 -0.161 -3.391 1.562  0.00
N8 1.646 -2.627 0.630  0.00
H17 -0.666 -3.984 2.204  0.00
H18 -0.785 -2.898 0.939  0.00
H19 1.150 -1.835 0.246  0.00
H20 2.652 -2.611 0.713  0.00

Cartesian forces (eV/Å) of the 6 atoms listed first:
Cu -0.15 -0.18 0.97
B 0.75 1.29 -0.75
H -2.10 -4.12 1.90
H 2.09 0.44 4.29
H 2.88 2.37 -2.39
H -3.52 0.19 -2.97

Results
Multiplicity: 2
HOMO-LUMO gap (spin up / spin down) (eV): 5.22 / 3.01


[3]
Computed, not measured: 5 unconnected molecules or ions with the total composition C4H20N3O5 in a non-equilibrium geometry, with ωB97M-V/def2-TZVPD.

Each line ends with the Mulliken charge.
Atoms and positions in Å:
N1 -0.476 1.443 0.400  -0.14
C1 0.486 0.352 0.045  -0.14
C2 -0.188 -1.028 -0.050  -0.63
C3 0.652 -2.105 0.675  -1.02
N2 1.709 -2.627 -0.201  -0.51
C4 0.989 0.771 -1.346  0.10
N3 1.975 0.042 -1.889  -0.27
O1 0.456 1.700 -1.934  -0.63
H1 -0.667 1.363 1.399  0.23
H2 0.047 2.318 0.407  0.41
H3 -1.331 1.479 -0.160  0.32
H4 1.297 0.382 0.755  0.70
H5 -1.220 -1.001 0.291  0.55
H6 -0.248 -1.314 -1.099  0.39
H7 1.084 -1.670 1.576  0.44
H8 -0.042 -2.894 0.974  0.36
H9 1.450 -3.543 -0.547  0.24
H10 2.551 -2.761 0.346  0.23
H11 2.382 -0.708 -1.356  0.20
H12 2.341 0.205 -2.811  0.26
H13 -2.928 2.030 -2.086  0.33
H14 -2.607 0.537 -1.917  0.35
O2 -2.804 1.347 -1.420  -0.70
H15 -0.425 0.632 4.027  0.33
H16 -1.804 1.364 4.052  0.28
O3 -0.904 1.407 3.709  -0.65
H17 -2.158 -0.801 -3.729  0.31
H18 -2.508 -1.991 -2.916  0.28
O4 -2.062 -1.137 -2.824  -0.63
H19 2.265 2.422 2.184  0.27
H20 1.212 1.922 3.186  0.26
O5 1.476 1.867 2.260  -0.55

Cartesian forces (eV/Å) of the 6 atoms listed first:
N 1.03 -0.19 1.65
C -0.51 0.05 -1.65
C 0.61 -0.18 0.05
C -0.84 0.04 -0.36
N 0.25 0.24 0.49
C 0.14 0.40 -1.06

Results
Multiplicity: 1
Net charge: +1
HOMO-LUMO gap (eV): 10.18


[4]
Computed, not measured: a molecular structure, C4H20NO12V2 in a non-equilibrium geometry, with ωB97M-V/def2-TZVPD.

Each line ends with the Mulliken charge.
Atoms and positions in Å:
O1 14.655 -20.119 -8.198  -0.53
V1 15.496 -21.015 -7.174  1.80
O2 16.490 -21.878 -8.034  -0.51
O3 14.860 -16.336 -0.422  -0.54
V2 14.180 -17.313 -1.501  1.78
O4 12.802 -16.593 -1.998  -0.53
N1 18.638 -23.506 -0.145  -0.45
H1 18.180 -22.772 -0.666  0.26
H2 19.593 -23.631 -0.449  0.39
H3 18.103 -24.358 -0.222  0.38
H4 18.557 -23.222 0.821  0.39
C1 16.058 -20.777 -2.944  0.72
O5 16.357 -20.393 -1.816  -0.73
O6 15.113 -20.212 -3.532  -0.71
O7 16.727 -21.569 -3.610  -0.78
O8 9.750 -21.227 -4.362  -0.63
H5 9.467 -21.925 -3.771  0.32
H6 10.679 -21.403 -4.512  0.31
O9 19.556 -18.147 0.039  -0.61
H7 19.426 -18.034 0.981  0.30
H8 18.813 -18.679 -0.244  0.31
O10 20.174 -19.329 -3.659  -0.65
H9 19.519 -20.026 -3.695  0.33
H10 20.107 -18.981 -2.770  0.32
O11 17.881 -18.398 -6.692  -0.61
H11 18.287 -17.970 -7.446  0.31
H12 18.608 -18.569 -6.093  0.33
C2 14.638 -14.005 -5.931  -1.30
C3 15.560 -14.009 -4.713  0.63
C4 15.121 -13.053 -3.622  -1.29
O12 15.731 -15.331 -4.266  -0.47
H13 15.169 -14.479 -6.757  0.38
H14 14.523 -12.985 -6.296  0.36
H15 13.699 -14.527 -5.747  0.31
H16 16.521 -13.695 -5.120  0.14
H17 15.800 -12.941 -2.777  0.33
H18 14.175 -13.409 -3.214  0.31
H19 14.932 -12.050 -4.006  0.36
H20 16.033 -15.894 -4.983  0.26

Cartesian forces (eV/Å) of the 6 atoms listed first:
O 1.49 -1.75 1.95
V 0.37 1.15 -1.54
O -1.38 0.99 1.06
O -1.37 -2.18 -2.22
V -1.50 3.18 -0.07
O 3.61 -2.09 1.42

Results
Multiplicity: 1
Net charge: +1
HOMO-LUMO gap (eV): 3.26


[5]
Computed, not measured: 6 unconnected molecules or ions with the total composition C4H20NO8 in a non-equilibrium geometry, with ωB97M-V/def2-TZVPD.

Each line ends with the Mulliken charge.
Atoms and positions in Å:
O1 1.636 1.829 -0.446  -0.53
C1 0.432 1.955 -0.465  0.62
O2 -0.106 2.858 -1.362  -0.54
C2 -0.527 1.190 0.510  0.00
C3 -1.988 1.461 -0.056  -1.09
C4 -2.239 0.481 -1.239  -0.49
O3 -1.510 -0.626 -1.129  -0.34
N1 -0.047 -0.164 0.790  0.07
H1 0.359 3.544 -1.973  0.42
H2 -0.739 1.782 1.584  0.34
H3 -2.722 1.441 0.786  0.43
H4 -2.057 2.553 -0.386  0.35
H5 -3.319 0.244 -1.337  0.34
H6 -1.961 1.130 -2.128  0.35
H7 -1.355 -1.095 -1.922  0.20
H8 0.289 -0.510 -0.120  0.13
H9 -0.858 -0.695 1.075  0.36
H10 0.655 -0.131 1.605  0.44
H11 -1.191 -3.967 -1.084  0.26
H12 -1.261 -4.478 0.292  0.25
O4 -0.827 -3.925 -0.275  -0.53
H13 1.800 -1.859 -1.893  0.28
H14 0.569 -1.410 -2.686  0.26
O5 1.135 -1.152 -1.974  -0.57
H15 3.009 0.175 1.604  0.29
H16 2.735 -1.110 2.126  0.23
O6 2.371 -0.279 2.072  -0.57
H17 1.227 2.691 2.611  0.32
H18 1.293 4.115 1.876  0.30
O7 0.725 3.336 2.066  -0.63
H19 0.987 -3.335 -0.128  0.35
H20 1.815 -3.220 1.272  0.27
O8 1.669 -2.828 0.337  -0.59

Cartesian forces (eV/Å) of the 6 atoms listed first:
O -0.98 -0.88 0.56
C 2.93 1.73 -0.73
O -1.34 0.31 -0.04
C -2.80 4.98 1.26
C -0.15 -0.66 0.47
C -2.79 4.51 -1.49

Results
Multiplicity: 1
Net charge: +1
HOMO-LUMO gap (eV): 10.64


[6]
Computed, not measured: 6 unconnected molecules or ions with the total composition C4H21N2O7 in a non-equilibrium geometry, with ωB97M-V/def2-TZVPD.

Each line ends with the Mulliken charge.
Atoms and positions in Å:
N1 -1.573 0.181 0.273  0.02
C1 -0.309 -0.541 0.433  -0.73
C2 0.562 -0.199 -0.780  0.70
N2 1.877 -0.349 -0.776  -0.11
C3 2.747 -1.065 0.144  -0.99
C4 3.305 -0.186 1.256  -0.04
O1 4.225 0.718 0.690  -0.55
O2 -0.037 0.244 -1.764  -0.80
H1 -1.568 1.072 0.798  0.35
H2 -2.408 -0.388 0.420  0.31
H3 -1.593 0.452 -0.719  0.34
H4 0.216 -0.333 1.363  0.34
H5 -0.432 -1.625 0.426  0.30
H6 2.384 0.099 -1.526  0.31
H7 2.357 -1.992 0.572  0.42
H8 3.581 -1.499 -0.414  0.40
H9 3.731 -0.853 2.013  0.37
H10 2.479 0.367 1.712  0.10
H11 4.657 1.255 1.356  0.32
H12 -3.530 -0.086 -2.967  0.28
H13 -1.991 -0.381 -2.360  0.38
O3 -2.940 -0.259 -2.239  -0.70
H14 1.498 2.773 1.997  0.30
H15 2.410 2.794 0.724  0.29
O4 1.513 2.723 1.045  -0.70
H16 -3.122 -2.539 1.058  0.32
H17 -3.313 -1.833 2.378  0.26
O5 -2.775 -1.802 1.578  -0.60
H18 -0.198 2.837 0.725  0.40
H19 -1.239 3.284 -0.196  0.38
O6 -1.177 2.923 0.696  -0.72
H20 -3.220 -3.342 -1.573  0.30
H21 -3.360 -1.790 -1.330  0.40
O7 -3.449 -2.660 -0.941  -0.64

Cartesian forces (eV/Å) of the 6 atoms listed first:
N 0.16 0.29 -0.37
C 1.32 -0.94 0.02
C -0.86 0.46 -0.53
N 0.91 -0.47 0.24
C 0.63 -0.26 0.63
C -0.44 -0.36 0.06

Results
Multiplicity: 1
Net charge: +1
HOMO-LUMO gap (eV): 11.16


Number 1: molar mass 913.8 g mol⁻¹. Number 2: molar mass 354.1 g mol⁻¹. Number 3: molar mass 190.2 g mol⁻¹. Number 4: molar mass 376.1 g mol⁻¹. Number 5: molar mass 210.2 g mol⁻¹. Number 6: molar mass 209.2 g mol⁻¹.